Record 1
{
  "formula": "C3H5N3",
  "method": "wB97M-V/def2-TZVPD",
  "species": ["C", "N", "C", "N", "C", "N", "H", "H", "H", "H", "H"],
  "xyz": [[-0.2154, 1.2737, 0.9994], [-0.0454, 0.1898, 0.0230], [0.8855, -0.1042, -0.9081], [0.6776, -1.3113, -1.4219], [-0.4200, -1.7200, -0.7274], [-0.8825, -0.8548, 0.1491], [-1.2515, 1.6314, 0.9995], [-0.0099, 0.8957, 2.0067], [0.4441, 2.1214, 0.8028], [1.7233, 0.5586, -1.0764], [-0.9057, -2.6803, -0.8466]],
  "homo_ha": -0.36508,
  "total_energy_ev": -7661.93267,
  "smiles": "Cn1cncn1",
  "charge": 0
}

***

Record 2
{
  "formula": "C18H17ClN2O4S",
  "method": "wB97M-V/def2-TZVPD",
  "species": ["C", "C", "C", "C", "O", "N", "C", "C", "C", "C", "C", "C", "H", "H", "H", "H", "H", "N", "S", "O", "O", "C", "C", "C", "C", "C", "C", "H", "H", "Cl", "H", "H", "C", "H", "H", "C", "O", "H", "H", "H", "H", "H", "H"],
  "xyz": [[-0.7602, 2.9147, 1.1401], [-0.9033, 1.5503, 0.5723], [-1.4655, 0.4419, 1.1021], [-1.4615, -0.6028, 0.0803], [-1.9013, -1.7311, 0.1180], [-0.8812, -0.0010, -1.0297], [-0.9015, -0.4654, -2.3519], [-0.7765, -1.8268, -2.6060], [-0.8119, -2.2808, -3.9121], [-0.9561, -1.3900, -4.9615], [-1.0829, -0.0351, -4.7018], [-1.0655, 0.4316, -3.4022], [-1.1649, 1.4849, -3.1917], [-1.2013, 0.6634, -5.5164], [-0.9720, -1.7496, -5.9794], [-0.7174, -3.3385, -4.1086], [-0.6775, -2.5172, -1.7843], [-0.5084, 1.3128, -0.7518], [1.2049, 1.4992, -1.0320], [1.4822, 0.9994, -2.3366], [1.5427, 2.8561, -0.7331], [1.8717, 0.3967, 0.2062], [1.8845, -0.9600, -0.0538], [2.2927, -1.8336, 0.9383], [2.6853, -1.3232, 2.1673], [2.6889, 0.0432, 2.4174], [2.2641, 0.9093, 1.4275], [2.2438, 1.9761, 1.5819], [3.0090, 0.4165, 3.3775], [3.1779, -2.4030, 3.4112], [2.2952, -2.8978, 0.7663], [1.5869, -1.3167, -1.0271], [-2.0357, 0.2078, 2.4593], [-2.6897, 1.0305, 2.7537], [-2.6110, -0.7184, 2.4135], [-0.9431, 0.0420, 3.5218], [-0.1232, -1.0504, 3.1726], [0.3538, -1.3564, 3.9502], [-1.4238, -0.1237, 4.4947], [-0.3339, 0.9573, 3.5868], [-1.6243, 3.5156, 0.8540], [-0.7164, 2.8722, 2.2246], [0.1264, 3.3996, 0.7421]],
  "homo_ha": -0.31070,
  "total_energy_ev": -53468.87248,
  "smiles": "Cc1c(CCO)c(=O)n(-c2ccccc2)n1S(=O)(=O)c1ccc(Cl)cc1",
  "charge": 0
}

***

Record 3
{
  "formula": "C56H75ClF10O33",
  "method": "wB97M-V/def2-TZVPD",
  "species": ["C", "O", "C", "C", "C", "C", "C", "C", "C", "C", "C", "C", "C", "C", "O", "C", "C", "C", "C", "C", "C", "C", "C", "C", "O", "C", "C", "C", "C", "Cl", "H", "H", "H", "H", "H", "H", "H", "H", "H", "H", "H", "H", "H", "H", "H", "H", "H", "H", "H", "H", "H", "H", "H", "H", "H", "H", "H", "H", "H", "H", "H", "H", "H", "H", "H", "H", "H", "H", "H", "H", "H", "H", "H", "H", "H", "C", "C", "O", "C", "O", "O", "F", "H", "H", "H", "C", "C", "O", "C", "O", "O", "F", "H", "H", "H", "C", "C", "O", "C", "O", "O", "F", "H", "H", "H", "C", "C", "O", "C", "O", "O", "F", "H", "H", "H", "C", "C", "O", "C", "O", "O", "F", "H", "H", "H", "C", "C", "O", "C", "O", "O", "F", "H", "H", "H", "C", "C", "O", "C", "O", "O", "F", "H", "H", "H", "C", "C", "O", "C", "O", "O", "F", "H", "H", "H", "C", "C", "O", "C", "O", "O", "F", "H", "H", "H", "C", "C", "O", "C", "O", "O", "F", "H", "H", "H"],
  "xyz": [[-1.5952, -2.8888, 7.7672], [-1.8564, -3.3714, 6.4721], [-0.8946, -4.3138, 6.0299], [0.3169, -3.6454, 5.3911], [1.5791, -4.4756, 5.5255], [2.6940, -3.9914, 4.5983], [2.5683, -4.5467, 3.1733], [1.9998, -3.5396, 2.1764], [2.2260, -3.9286, 0.7139], [2.0453, -2.7522, -0.2406], [0.7921, -1.9223, 0.0213], [0.4311, -0.9725, -1.1262], [-0.8523, -1.3342, -1.9364], [-1.9552, -0.3271, -1.6871], [-1.8330, 0.7060, -2.6595], [-2.2319, 1.9669, -2.1778], [-1.0844, 2.8348, -1.6108], [0.3149, 2.5681, -2.1188], [1.3948, 2.7000, -1.2335], [2.7131, 2.5193, -1.6497], [3.0056, 2.2059, -2.9721], [4.4311, 2.0259, -3.4279], [1.9265, 2.0629, -3.8739], [0.6051, 2.2462, -3.4507], [-1.4023, -2.5982, -1.6337], [-0.7718, -3.6717, -2.2805], [-1.0236, -3.7126, -3.7919], [0.2984, -3.8519, -4.5242], [1.0359, -2.5387, -4.6136], [0.0801, -4.5456, -6.1625], [-0.6633, -2.3281, 7.7899], [-2.4022, -2.2416, 8.0620], [-1.5455, -3.7071, 8.4850], [-1.3960, -4.9341, 5.2966], [-0.5633, -4.9310, 6.8656], [0.0880, -3.4406, 4.3501], [0.4529, -2.6791, 5.8666], [1.9000, -4.3814, 6.5582], [1.3717, -5.5196, 5.3144], [3.6475, -4.2125, 5.0354], [2.6222, -2.9059, 4.5702], [3.5546, -4.8183, 2.8068], [1.9369, -5.4297, 3.1850], [0.9326, -3.4315, 2.3316], [2.4613, -2.5734, 2.3565], [1.5196, -4.7115, 0.4502], [3.2358, -4.3164, 0.6369], [2.9084, -2.0979, -0.1427], [2.0653, -3.1149, -1.2653], [-0.0464, -2.5438, 0.3163], [1.0247, -1.3043, 0.8811], [0.2791, 0.0152, -0.7170], [1.2710, -0.8925, -1.8086], [-0.6181, -1.2276, -2.9925], [-1.8937, 0.0787, -0.6825], [-2.9200, -0.8144, -1.8134], [-2.9510, 1.8249, -1.3808], [-2.7563, 2.5131, -2.9543], [-1.0870, 2.7295, -0.5317], [-1.3099, 3.8765, -1.8228], [1.2076, 2.9533, -0.2022], [3.5194, 2.6393, -0.9437], [4.8031, 2.8739, -3.9900], [5.0499, 1.8418, -2.5589], [4.4853, 1.1462, -4.0465], [2.1621, 1.8269, -4.9020], [-0.2039, 2.1509, -4.1554], [-1.1945, -4.5665, -1.8408], [0.2934, -3.6998, -2.0604], [-1.6440, -4.5588, -4.0495], [-1.4817, -2.7938, -4.1350], [0.9159, -4.5513, -3.9751], [0.3821, -1.7349, -4.9336], [1.8601, -2.6234, -5.3002], [1.4660, -2.3011, -3.6482], [-6.0250, 3.7732, 0.0201], [-6.1124, 3.9310, 1.5196], [-5.2771, 2.8840, 1.9835], [-4.3422, 2.6485, 1.0222], [-3.3506, 2.0188, 1.1840], [-4.7025, 3.2366, -0.1386], [-7.3810, 3.7288, 1.9786], [-6.7549, 3.0580, -0.3549], [-6.1297, 4.7100, -0.5201], [-5.7409, 4.8760, 1.8990], [8.3231, -0.7245, -6.6080], [8.0702, 0.7003, -6.1701], [6.7251, 0.6470, -5.7169], [6.4968, -0.6237, -5.2832], [5.5843, -0.9569, -4.6061], [7.4688, -1.4547, -5.7210], [8.1568, 1.5742, -7.2017], [8.0031, -0.8804, -7.6388], [9.3565, -1.0383, -6.4942], [8.7101, 1.0487, -5.3587], [-2.2368, -7.6475, -2.0870], [-1.1067, -7.8977, -3.0632], [-0.4025, -8.9561, -2.4450], [-1.2871, -9.6590, -1.6768], [-1.0862, -10.7304, -1.2231], [-2.4313, -8.9478, -1.5233], [-0.2876, -6.8242, -3.1900], [-1.9314, -6.9518, -1.3039], [-3.1491, -7.2915, -2.5573], [-1.4284, -8.2102, -4.0579], [10.3491, 5.1361, -5.0140], [10.2530, 3.8967, -4.1509], [10.6201, 2.8716, -5.0561], [11.4429, 3.4212, -6.0027], [12.1122, 2.7997, -6.7510], [11.3780, 4.7704, -5.9407], [8.9916, 3.6693, -3.7098], [9.4168, 5.3110, -5.5519], [10.6283, 6.0297, -4.4634], [10.9324, 3.8821, -3.2975], [-5.3748, -1.3966, 7.1224], [-5.3370, -1.3776, 8.6349], [-6.3595, -0.4549, 8.9543], [-7.2733, -0.4757, 7.9375], [-8.3570, -0.0086, 7.9961], [-6.7559, -1.1175, 6.8635], [-4.1500, -0.9208, 9.1089], [-4.7556, -0.6061, 6.6975], [-5.0820, -2.3535, 6.6987], [-5.5565, -2.3371, 9.1056], [-4.8911, 5.7806, 5.5459], [-4.9291, 7.2893, 5.4911], [-4.2578, 7.5700, 4.2742], [-4.4500, 6.5026, 3.4477], [-4.2528, 6.5137, 2.2798], [-4.9079, 5.4404, 4.1496], [-4.2397, 7.8478, 6.5173], [-3.9641, 5.4241, 5.9953], [-5.7390, 5.3390, 6.0607], [-5.9316, 7.7182, 5.4588], [6.8454, -6.9772, 3.9998], [7.0876, -5.5967, 4.5687], [5.8254, -5.2652, 5.1250], [5.2177, -6.4427, 5.4702], [4.2784, -6.5324, 6.1817], [5.8500, -7.4892, 4.8910], [7.4025, -4.6952, 3.6068], [6.4416, -6.9178, 2.9883], [7.7272, -7.6114, 4.0061], [7.8461, -5.5559, 5.3519], [-2.6425, 11.4094, 4.1764], [-2.9885, 10.7043, 5.4689], [-4.2581, 11.2470, 5.7810], [-4.8544, 11.6075, 4.6067], [-6.0039, 11.8536, 4.4814], [-3.9400, 11.6273, 3.6086], [-2.1141, 11.0021, 6.4628], [-2.1579, 12.3673, 4.3687], [-2.0248, 10.8157, 3.5089], [-3.0734, 9.6234, 5.3784], [2.0162, -0.7283, -8.2277], [1.9085, 0.7767, -8.1067], [2.5943, 1.2223, -9.2612], [2.4985, 0.2460, -10.2116], [2.7512, 0.3925, -11.3567], [2.0634, -0.9046, -9.6487], [2.5358, 1.2653, -7.0047], [2.9426, -1.0949, -7.7829], [1.1743, -1.2652, -7.8037], [0.8879, 1.1623, -8.1248], [-11.3002, 2.8290, -1.7380], [-10.9741, 1.9388, -0.5571], [-9.7212, 1.3919, -0.9329], [-9.1104, 2.2765, -1.7658], [-7.9637, 2.2421, -2.0631], [-9.9943, 3.2060, -2.1921], [-11.8729, 0.9404, -0.4000], [-11.8107, 2.2680, -2.5212], [-11.8833, 3.7067, -1.4756], [-10.8622, 2.4649, 0.3922]],
  "homo_ha": -0.30394,
  "total_energy_ev": -166553.43117,
  "smiles": "COCCCCCCCCCC[C@H](COCCc1ccc(C)cc1)OCC[C@H](C)Cl.O=C1OC[C@@H](F)O1.O=C1OC[C@@H](F)O1.O=C1OC[C@@H](F)O1.O=C1OC[C@@H](F)O1.O=C1OC[C@@H](F)O1.O=C1OC[C@@H](F)O1.O=C1OC[C@@H](F)O1.O=C1OC[C@@H](F)O1.O=C1OC[C@@H](F)O1.O=C1OC[C@@H](F)O1",
  "charge": 0
}

***

Record 4
{
  "formula": "ClH18O9",
  "method": "wB97M-V/def2-TZVPD",
  "species": ["Cl", "O", "H", "H", "O", "H", "H", "O", "H", "H", "O", "H", "H", "O", "H", "H", "O", "H", "H", "O", "H", "H", "O", "H", "H", "O", "H", "H"],
  "xyz": [[0.1455, 0.1276, 0.0672], [-2.7434, 2.0005, -0.8800], [-2.6199, 2.3220, -1.7758], [-1.9094, 1.5639, -0.6553], [1.1575, -2.8008, 1.7404], [1.4079, -2.2536, 2.5015], [0.5817, -2.2164, 1.2303], [-0.8976, 0.1592, -3.0166], [-1.0512, 1.0720, -3.2715], [-0.5444, 0.2104, -2.1129], [-2.3625, -2.1642, -0.0325], [-1.8281, -1.3609, 0.0245], [-2.5718, -2.2336, -0.9682], [-1.7821, 0.8664, 2.8500], [-2.6964, 1.0817, 2.6453], [-1.3557, 0.8186, 1.9844], [1.3279, -2.1260, -2.5047], [2.2699, -1.9678, -2.4058], [0.9181, -1.2665, -2.3487], [3.3798, -0.1635, -0.2143], [3.6956, -0.4138, -1.0856], [2.4222, -0.3331, -0.2327], [0.3724, 3.4128, 0.3030], [0.3537, 3.5158, -0.6515], [0.5185, 2.4628, 0.4312], [1.2669, -0.3521, 3.1015], [0.7258, -0.3863, 2.2975], [1.8188, 0.4250, 2.9791]],
  "homo_ha": -0.27096,
  "total_energy_ev": -31246.26195,
  "charge": -1
}

***

The evaluated lowest unoccupied orbital energy for the records listed, in turn: 0.89, 0.20, 0.18, 2.66 eV.
The evaluated gap between HOMO and LUMO for the records listed, in turn: 10.82, 8.65, 8.45, 10.03 eV.